(1)
{
  "formula": "C41H59BrN6O2SSi2Ti",
  "method": "ωB97M-V with the def2-TZVPD basis set",
  "species": ["Ti", "O", "C", "C", "C", "C", "C", "C", "C", "O", "N", "N", "C", "C", "Br", "C", "C", "C", "C", "C", "C", "C", "H", "H", "H", "H", "H", "H", "H", "H", "H", "H", "H", "H", "H", "H", "C", "C", "N", "N", "C", "N", "S", "C", "C", "C", "C", "C", "N", "H", "H", "H", "H", "H", "H", "H", "H", "H", "C", "Si", "C", "C", "C", "C", "H", "H", "H", "H", "H", "H", "H", "H", "H", "C", "C", "C", "C", "Si", "C", "C", "C", "C", "C", "C", "C", "C", "H", "H", "H", "H", "H", "H", "H", "H", "H", "H", "H", "H", "H", "H", "H", "H", "H", "H", "H", "H", "H", "H", "H", "H", "H", "H", "H"],
  "positions_angstrom": [[-0.03550, -0.36485, 0.14129], [-1.92870, 3.55501, -1.15195], [-2.43331, 2.95371, -2.25643], [-2.70732, 3.77680, -3.34000], [-3.20368, 3.24110, -4.51874], [-3.43199, 1.87699, -4.63401], [-3.16085, 1.05935, -3.54591], [-2.67667, 1.57597, -2.35318], [-2.40110, 0.66350, -1.18156], [-1.04744, 0.72937, -0.78105], [-3.24890, 1.09332, -0.05350], [-2.71008, 1.33765, 1.14657], [-3.46969, 1.41162, 2.16611], [-2.95948, 1.72702, 3.50322], [-1.26929, 2.57963, 3.57185], [-3.60491, 1.50261, 4.64622], [-4.86598, 0.73565, 4.76719], [-5.88935, 1.20904, 5.58952], [-7.08263, 0.51191, 5.71156], [-7.26679, -0.68077, 5.02303], [-6.24363, -1.17733, 4.22579], [-5.05009, -0.47860, 4.10297], [-1.65503, 2.91075, -0.48836], [-2.51374, 4.83963, -3.24197], [-3.40934, 3.89942, -5.35475], [-3.80330, 1.45534, -5.55937], [-3.31764, -0.00903, -3.62314], [-2.64308, -0.36250, -1.44248], [-4.22323, 0.83217, -0.11609], [-4.54096, 1.22419, 2.08516], [-3.18527, 1.90327, 5.56144], [-5.74780, 2.13899, 6.12931], [-7.86923, 0.89822, 6.34782], [-8.19871, -1.22568, 5.11448], [-6.36927, -2.12037, 3.70699], [-4.23593, -0.88667, 3.51229], [0.66493, -4.68880, -0.42244], [-0.02339, -3.44088, -0.86858], [-0.01602, -2.40599, -0.11838], [0.67661, -2.52216, 1.08199], [-0.08739, -2.18473, 2.11607], [0.44451, -2.36635, 3.34075], [-1.68837, -1.57888, 1.95258], [-0.84679, -3.46248, -2.11102], [-0.51181, -4.28591, -3.17726], [-1.37684, -4.37792, -4.25505], [-2.55718, -3.66001, -4.22653], [-2.79375, -2.84163, -3.13069], [-1.96366, -2.73267, -2.09987], [0.02668, -5.21111, 0.29605], [1.59245, -4.43958, 0.08778], [0.85796, -5.35871, -1.25635], [1.44815, -2.45841, 3.39174], [0.00221, -1.84763, 4.07959], [0.43110, -4.81465, -3.18721], [-1.13329, -5.01197, -5.09926], [-3.28233, -3.73094, -5.02630], [-3.70332, -2.25047, -3.07691], [1.75512, 0.48470, 5.68372], [2.77952, 0.76387, 4.15083], [4.14272, -0.51632, 4.03423], [3.53032, 2.46285, 4.17020], [1.70914, 0.56065, 2.68353], [1.01035, 0.40312, 1.69548], [2.21479, 0.97749, 6.54629], [1.66602, -0.58079, 5.91945], [0.74665, 0.89295, 5.55778], [4.43018, -0.88495, 5.02475], [5.03292, -0.08451, 3.56536], [3.84525, -1.37252, 3.41998], [4.16963, 2.57434, 5.05363], [2.76476, 3.24541, 4.19872], [4.14485, 2.62263, 3.27842], [3.79934, -1.30475, 0.25483], [3.54072, -1.01371, -1.23456], [4.86438, -0.53514, -1.85443], [3.18173, -2.35478, -1.89451], [2.08524, 0.26971, -1.40172], [2.74752, 2.05017, -0.94502], [3.55708, 2.68639, -2.08825], [3.66530, 2.06645, 0.28823], [1.55466, 2.97260, -0.62124], [1.46635, 0.30715, -3.25678], [0.54455, -0.89512, -3.49415], [2.59159, 0.25129, -4.30062], [0.61898, 1.55644, -3.55157], [4.62893, -2.02318, 0.34420], [2.92483, -1.73560, 0.74199], [4.07542, -0.40799, 0.81205], [5.61698, -1.32979, -1.74994], [5.25980, 0.34915, -1.35421], [4.77327, -0.30663, -2.91774], [3.92456, -3.11107, -1.60554], [3.18356, -2.29873, -2.98430], [2.20288, -2.71694, -1.57606], [4.42714, 2.08556, -2.36409], [3.92648, 3.66505, -1.75269], [2.96938, 2.85761, -2.98787], [4.61326, 1.55262, 0.11413], [3.18605, 1.63080, 1.16028], [3.90503, 3.11328, 0.52622], [0.85410, 3.07080, -1.45173], [1.92789, 3.97923, -0.38678], [1.00410, 2.62182, 0.25342], [1.06894, -1.84772, -3.39258], [0.12720, -0.85114, -4.51122], [-0.29776, -0.89136, -2.80182], [3.14294, -0.68972, -4.27393], [3.30956, 1.06527, -4.18466], [2.15028, 0.34076, -5.30307], [-0.17982, 1.68475, -2.82696], [0.14931, 1.45002, -4.53979], [1.20542, 2.47297, -3.57090]],
  "mulliken_charge": [-1.22, -0.73, 0.55, -0.63, -0.42, -1.03, -0.38, 0.80, -1.55, 1.03, 0.23, 0.11, -0.82, 0.40, -0.14, -0.99, 0.17, -0.43, -0.52, -0.40, -0.67, -0.08, 0.19, 0.46, 0.39, 0.42, 0.28, 0.46, 0.41, 0.52, 0.45, 0.43, 0.38, 0.37, 0.41, 0.68, -1.31, -0.53, 1.55, -1.07, -0.24, -0.32, -0.10, 0.77, -0.63, -0.69, -0.77, -0.22, -0.19, 0.35, 0.31, 0.43, 0.24, 0.32, 0.39, 0.43, 0.45, 0.55, -0.93, 0.06, -1.15, -1.08, -0.10, 1.07, 0.38, 0.28, 0.22, 0.45, 0.31, 0.25, 0.41, 0.28, 0.30, -1.65, 3.28, -1.88, -2.34, -1.24, 3.40, -1.83, -2.14, -1.70, 3.23, -1.50, -2.04, -1.72, 0.67, -0.14, 0.14, 0.60, 0.36, 0.29, 0.68, 0.29, 0.32, 0.29, 0.54, 0.40, 0.24, -0.22, 0.69, 0.34, 0.71, -0.06, 0.08, 0.77, -0.52, 0.40, 0.29, 0.54, -0.25, 0.65, 0.38],
  "largest_force_ev_per_a": 1.570,
  "gap_ev": 6.74,
  "e_lumo_ev": -0.7,
  "charge": 0,
  "de_lowest_kcal_mol": 13.4,
  "energy_ha": -6477.3651,
  "molar_mass_g_mol": 884.0
}

(2)
{
  "formula": "C41H59Cl2N3O4SeV",
  "method": "ωB97M-V with the def2-TZVPD basis set",
  "species": ["V", "C", "C", "C", "C", "C", "C", "C", "Se", "C", "C", "C", "C", "C", "C", "O", "C", "C", "C", "C", "C", "C", "C", "C", "C", "O", "C", "C", "C", "C", "C", "C", "H", "H", "H", "H", "H", "H", "H", "H", "H", "H", "H", "H", "H", "H", "H", "H", "H", "H", "H", "H", "H", "H", "H", "H", "H", "H", "H", "H", "H", "H", "H", "H", "H", "H", "H", "H", "H", "H", "H", "H", "N", "C", "C", "C", "N", "C", "C", "N", "C", "H", "H", "H", "H", "H", "H", "H", "H", "H", "H", "H", "H", "H", "H", "H", "H", "Cl", "C", "C", "C", "Cl", "C", "O", "C", "C", "O", "C", "H", "H", "H"],
  "positions_angstrom": [[1.39772, -0.51140, 1.11386], [-0.91373, -1.27827, -6.45193], [-1.78136, -1.04250, -5.20630], [-2.80609, 0.06807, -5.48589], [-2.55248, -2.33123, -4.90792], [-0.90635, -0.61623, -4.03382], [-0.83841, -1.32529, -2.84469], [-0.08558, -0.84449, -1.78781], [-0.03480, -1.93125, -0.16897], [-1.64661, -1.26209, 0.62955], [-2.89072, -1.62304, 0.15885], [-4.02946, -1.10527, 0.75895], [-3.83647, -0.32888, 1.89983], [-2.60080, 0.02044, 2.42187], [-1.42986, -0.37006, 1.71262], [-0.23406, 0.04043, 1.94271], [-2.58620, 0.81844, 3.72544], [-3.21357, 2.19790, 3.47098], [-3.40247, 0.05670, 4.78190], [-1.18386, 1.02367, 4.30177], [-5.39948, -1.40314, 0.16784], [-5.43661, -0.86857, -1.27162], [-5.63373, -2.91846, 0.16601], [-6.53857, -0.74294, 0.94975], [0.61759, 0.36664, -1.85263], [1.16075, 0.81503, -0.67744], [0.64207, 1.05165, -3.07835], [-0.12970, 0.53176, -4.11767], [1.41761, 2.33174, -3.41009], [2.32337, 2.04877, -4.62234], [0.40467, 3.44270, -3.72286], [2.33546, 2.86540, -2.30786], [-1.53567, -1.58259, -7.29146], [-0.37144, -0.38180, -6.74223], [-0.19185, -2.06761, -6.25567], [-3.46706, -0.23351, -6.29742], [-3.40778, 0.25310, -4.59889], [-2.32527, 1.00128, -5.76866], [-3.16200, -2.59938, -5.76758], [-1.87229, -3.15474, -4.70968], [-3.21313, -2.20045, -4.05527], [-1.34688, -2.26732, -2.70635], [-2.95146, -2.29275, -0.68761], [-4.70928, 0.02878, 2.41868], [-4.24771, 2.10737, 3.14921], [-3.18937, 2.80237, 4.37565], [-2.66184, 2.72046, 2.69167], [-4.43620, -0.08076, 4.47943], [-2.96448, -0.92464, 4.94925], [-3.39740, 0.60272, 5.72315], [-0.60948, 1.69809, 3.67378], [-1.25986, 1.46157, 5.29580], [-0.65663, 0.07596, 4.38024], [-4.67905, -1.34572, -1.88703], [-6.40948, -1.05291, -1.72387], [-5.25094, 0.20351, -1.27779], [-4.87355, -3.43377, -0.41352], [-5.60144, -3.30255, 1.18301], [-6.60676, -3.14821, -0.26215], [-6.41913, 0.33824, 0.97464], [-7.48863, -0.96593, 0.46748], [-6.58425, -1.12069, 1.96899], [-0.12231, 1.06315, -5.05475], [1.75713, 1.87912, -5.53210], [2.99003, 2.89098, -4.80051], [2.92994, 1.16557, -4.42849], [-0.28235, 3.16126, -4.51463], [-0.17970, 3.66270, -2.83191], [0.92612, 4.34760, -4.02816], [3.13183, 2.16444, -2.07410], [2.80655, 3.78220, -2.66190], [1.78004, 3.12058, -1.40895], [3.83395, 1.43852, 0.06428], [4.47198, 2.52111, 0.79811], [3.40569, 3.37550, 1.49036], [2.77043, 2.70167, 2.71096], [1.89286, 1.60827, 2.30945], [3.84864, 2.21584, 3.68196], [4.88345, 1.30689, 3.01370], [4.25433, 0.06522, 2.58409], [5.51685, 2.03634, 1.81978], [2.04923, 1.21308, -0.78894], [3.44904, 0.80106, 0.77036], [4.54731, 0.91437, -0.43715], [4.98345, 3.15910, 0.06253], [2.62639, 3.61550, 0.76683], [3.86118, 4.31250, 1.81251], [2.18227, 3.47675, 3.24159], [1.07940, 1.98601, 1.82497], [1.54957, 1.12229, 3.13409], [3.38020, 1.68576, 4.51436], [4.37044, 3.08223, 4.09388], [5.68608, 1.11506, 3.75516], [3.73842, -0.35673, 3.35114], [4.94906, -0.60322, 2.27053], [6.22826, 1.37447, 1.31730], [6.07234, 2.90019, 2.19679], [4.59171, -6.81582, 2.37424], [3.78712, -5.28304, 2.42274], [3.10280, -4.91230, 3.58000], [2.44971, -3.70221, 3.60269], [1.61391, -3.20735, 5.03129], [2.40855, -2.80465, 2.49883], [1.72792, -1.73039, 2.58369], [3.17641, -3.20527, 1.34539], [3.33745, -2.33501, 0.23589], [2.81870, -1.19855, 0.10023], [3.83890, -4.44571, 1.33586], [3.08230, -5.56391, 4.43809], [4.00043, -2.68769, -0.56811], [4.39802, -4.72780, 0.45650]],
  "mulliken_charge": [0.59, -1.77, 2.12, -1.59, -1.90, -0.37, -0.46, 0.49, 0.17, 0.06, -0.82, -0.49, -0.11, -0.81, 0.84, -0.28, 2.44, -1.69, -1.82, -2.10, 2.29, -1.41, -1.73, -2.22, -0.29, -0.39, 0.34, -0.58, 2.76, -1.97, -1.77, -2.64, 0.48, 0.32, 0.37, 0.48, 0.30, 0.31, 0.47, 0.38, 0.17, 0.64, 0.34, 0.38, 0.35, 0.47, 0.26, 0.32, 0.40, 0.49, 0.27, 0.59, 0.35, 0.07, 0.50, 0.35, 0.30, 0.37, 0.46, 0.41, 0.44, 0.42, 0.33, 0.41, 0.47, 0.38, 0.35, 0.36, 0.45, 0.38, 0.64, 0.38, 0.39, 0.47, -1.37, 0.17, 0.06, -1.71, 0.25, -0.32, -1.56, 0.11, -1.04, 0.24, 0.44, 0.25, 0.61, 0.46, 0.20, -0.03, 0.44, 0.57, 0.32, 0.04, 0.30, 0.39, 0.50, -0.24, 0.26, -0.65, 0.47, -0.23, -0.49, 0.26, 1.41, -0.72, -0.63, -1.21, 0.47, 0.18, 0.45],
  "largest_force_ev_per_a": 2.414,
  "gap_ev": [6.05, 6.44],
  "e_lumo_ev": [0.0, 0.1],
  "charge": 0,
  "energy_ha": -6328.8480,
  "multiplicity": 2,
  "molar_mass_g_mol": 858.8
}